# 1
C20H27N3O4S in the gas phase, computed with ωB97M-V/def2-TZVPD.

Geometry as ORCA input:
```
! wB97M-V def2-TZVPD RIJCOSX def2/J DEFGRID3
* xyz 0 1
C -2.69 -2.21 0.38
C -3.87 -1.35 0.04
C -5.04 -1.92 -0.44
C -6.13 -1.14 -0.81
C -6.05 0.24 -0.71
C -4.90 0.83 -0.23
C -3.81 0.05 0.16
C -2.64 0.75 0.65
N -2.35 1.99 0.39
C -1.19 2.25 1.07
C -0.82 1.12 1.75
O -1.75 0.17 1.49
C 0.31 0.83 2.67
H 1.24 1.17 2.22
H 0.36 -0.23 2.87
H 0.17 1.36 3.62
C -0.46 3.51 0.89
H 0.09 3.82 1.77
H -1.10 4.30 0.51
S 0.80 3.19 -0.40
O 1.82 2.35 0.18
O 1.25 4.44 -0.95
C -0.04 2.26 -1.73
C 0.05 0.76 -1.55
O -0.94 0.05 -1.45
N 1.31 0.27 -1.59
H 2.07 0.91 -1.42
C 1.55 -1.14 -1.44
C 1.69 -1.61 0.03
N 3.01 -1.59 0.62
C 3.68 -0.31 0.72
C 4.80 -0.32 -0.32
H 5.60 0.38 -0.09
H 4.41 -0.09 -1.31
C 5.25 -1.78 -0.25
H 5.73 -2.12 -1.17
H 5.96 -1.91 0.57
C 3.96 -2.55 0.05
H 3.56 -3.01 -0.86
H 4.13 -3.35 0.77
H 3.00 0.53 0.61
H 4.13 -0.24 1.73
H 1.04 -0.98 0.64
H 1.33 -2.63 0.10
H 0.70 -1.65 -1.89
H 2.45 -1.40 -2.01
H -1.08 2.57 -1.72
H 0.45 2.58 -2.64
H -4.82 1.90 -0.15
H -6.89 0.85 -1.01
H -7.02 -1.61 -1.18
H -5.10 -2.99 -0.54
H -2.87 -3.23 0.05
H -2.51 -2.21 1.45
H -1.81 -1.82 -0.12
*
```

Total energy   -44673.9398 eV
ΔE to the lowest compared entry with this formula, charge and spin   1.454 eV
Orbital gap   8.766 eV
Structure (SMILES)   Cc1ccccc1-c1nc(CS(=O)(=O)CC(=O)NCCN2CCCC2)c(C)o1

***

# 2
C39H39N5NaO2 as an isolated structure, computed with ωB97M-V/def2-TZVPD.

Geometry as ORCA input:
```
! wB97M-V def2-TZVPD RIJCOSX def2/J DEFGRID3
* xyz -1 1
Na 0.69 -0.34 0.35
O -1.45 -2.71 -6.11
C -1.01 -1.55 -5.95
O -0.81 -0.63 -6.76
C -0.66 -1.20 -4.47
C -0.17 0.06 -4.15
C 0.12 0.37 -2.83
N -0.04 -0.51 -1.84
C -0.53 -1.72 -2.14
C -0.86 -2.09 -3.44
C -0.83 -2.63 -1.00
C -1.10 -3.98 -1.17
C -1.51 -4.74 -0.09
C -1.63 -4.13 1.15
C -1.28 -2.79 1.25
N -0.89 -2.06 0.21
C 0.59 1.73 -2.44
C 0.72 2.75 -3.39
C 1.11 4.02 -2.99
C 1.36 4.25 -1.65
C 1.22 3.18 -0.78
N 0.85 1.96 -1.15
H -0.05 0.75 -4.98
H -1.29 -3.05 -3.69
H -0.99 -4.45 -2.14
H -1.73 -5.79 -0.21
H -1.95 -4.68 2.02
H -1.30 -2.27 2.20
H 0.51 2.57 -4.44
H 1.21 4.81 -3.72
H 1.67 5.23 -1.30
H 1.42 3.31 0.28
C 3.04 -0.59 1.67
C 3.16 -0.91 0.30
C 2.48 -2.12 0.08
C 1.94 -2.55 1.31
C 2.28 -1.60 2.29
H 3.54 0.24 2.17
H 3.75 -0.37 -0.42
H 2.42 -2.65 -0.86
H 1.41 -3.48 1.48
H 2.04 -1.67 3.34
C -7.09 1.07 0.74
C -6.19 2.17 0.15
C -6.63 2.50 -1.29
C -6.35 3.44 1.00
C -4.75 1.67 0.14
C -4.41 0.57 -0.65
C -3.11 0.10 -0.64
N -2.14 0.65 0.09
C -2.45 1.69 0.85
C -3.74 2.23 0.90
C -1.33 2.25 1.64
C -1.35 3.55 2.16
C -0.27 4.05 2.86
C 0.83 3.21 3.01
C 0.76 1.92 2.51
N -0.28 1.44 1.84
C -0.24 5.46 3.45
C 0.15 5.38 4.93
C 0.78 6.30 2.68
C -1.61 6.14 3.36
H -8.13 1.42 0.79
H -6.76 0.81 1.74
H -7.06 0.17 0.13
H -7.65 2.90 -1.28
H -6.62 1.62 -1.93
H -5.97 3.25 -1.73
H -7.38 3.77 0.96
H -5.71 4.24 0.62
H -6.09 3.25 2.04
H -5.14 0.07 -1.28
H -2.83 -0.74 -1.25
H -3.94 3.06 1.55
H -2.23 4.16 1.98
H 1.73 3.54 3.50
H 1.58 1.22 2.64
H 1.17 5.02 5.07
H -0.53 4.71 5.47
H 0.08 6.37 5.39
H 1.78 5.87 2.73
H 0.83 7.31 3.10
H 0.50 6.39 1.63
H -2.38 5.54 3.85
H -1.91 6.31 2.32
H -1.57 7.11 3.86
*
```

Total energy   -57042.2883 eV
ΔE to the lowest compared entry with this formula, charge and spin   0.843 eV
Orbital gap   5.850 eV

***

# 3
C5H5NO2 in the gas phase, computed with ωB97M-V/def2-TZVPD.

Geometry as ORCA input:
```
! wB97M-V def2-TZVPD RIJCOSX def2/J DEFGRID3
* xyz 0 1
C -1.08 1.03 -1.04
C 0.09 0.31 -0.46
C -0.01 -0.09 1.12
C 0.13 -1.51 0.54
C 1.47 0.90 -0.81
H -1.56 1.04 -2.13
H -1.19 0.24 1.30
H 0.47 0.55 1.94
H 1.41 -1.81 0.56
H -0.63 -2.28 0.98
N 2.70 0.97 -1.10
O -1.65 1.63 -0.12
O -0.15 -1.00 -0.79
*
```

Total energy   -10845.7019 eV
ΔE to the lowest compared entry with this formula, charge and spin   5.613 eV
Orbital gap   10.622 eV
Structure (SMILES)   N#C[C@]1(C=O)CCO1

***

ΔE to the lowest compared entry with this formula, charge and spin of number 1 (C20H27N3O4S)?
1.454 eV